Record 1
96
Properties=species:S:1:pos:R:3:forces:R:3:mulliken_charge:R:1 method="wB97M-V/def2-TZVPD" total_energy_ev=-199082.859 largest_force_ev_per_a=0.239 de_lowest_kcal_mol=0.0 orbital_gap_ev=7.495 charge=+1 homo_energy_ev=-9.95 e_lumo_ev=-2.46
Tl -0.65387 0.73972 -1.01551 -0.1 -0.1 0.0 0.93
Sb -0.24469 -1.24676 2.00539 0.0 0.1 0.0 0.20
Sb -3.37127 -4.01006 -0.76937 0.0 0.1 0.1 1.48
Se -1.57663 3.83248 -1.82031 0.0 0.0 0.1 -0.01
Ge -0.29692 2.83211 -4.68912 0.1 -0.1 0.0 0.39
Cl -3.48156 -1.71900 -0.38993 0.0 0.0 0.0 -0.28
N 2.67191 -1.47873 -0.04806 0.1 0.2 0.0 -0.37
N 1.43492 1.81549 0.25768 0.1 0.0 -0.1 0.22
N 3.43299 2.18541 0.94601 0.0 -0.1 0.1 0.77
N -1.88136 2.02336 1.10326 -0.1 0.0 -0.1 -0.20
N 1.50153 1.64349 1.59301 0.0 0.0 0.0 0.07
N -1.05026 -3.52344 -1.06279 -0.1 0.0 -0.2 -0.18
N 1.06872 -1.29895 -4.25085 0.0 0.1 0.0 -0.55
N 2.69064 1.86071 2.01225 0.0 0.1 0.0 -0.82
C -3.30529 2.99741 -2.11489 0.0 0.0 0.0 -0.85
C 5.64639 0.91033 -0.70912 0.0 0.0 0.0 -1.21
C -1.51335 1.31285 -4.80948 -0.1 0.0 0.0 -0.77
C 0.12052 3.48240 -6.47813 0.0 0.0 0.0 -1.19
C -1.25330 -5.26194 1.14872 0.0 0.1 0.0 1.02
C 4.85589 2.51618 1.08743 -0.1 0.0 0.0 -1.28
C -0.63190 -6.34388 0.52254 0.0 0.0 0.0 -0.70
C -3.01638 3.87183 3.84703 0.0 0.0 0.0 -0.36
C -0.49416 -4.37134 1.92347 -0.1 -0.1 0.0 0.60
C 1.89098 -1.76298 -0.84942 0.2 -0.1 -0.1 0.15
C 1.59657 -1.41018 3.08111 0.1 0.0 0.0 -1.57
C 1.35452 2.35322 -3.75045 0.1 0.0 0.1 -0.50
C -2.72202 -5.10526 0.93396 0.1 0.0 0.1 -1.90
C 1.48140 -5.69881 1.41816 0.0 0.0 0.0 -0.87
C 0.93005 -2.12046 -1.81951 -0.1 0.0 -0.1 0.00
C -5.46446 -4.27786 -0.55019 0.0 0.0 0.0 -1.33
C -3.10106 -4.54140 -2.77927 0.0 0.0 0.0 -1.19
C -1.86236 5.56711 5.09702 0.0 0.0 0.0 -0.37
C -1.13994 4.28955 -3.66551 0.0 0.0 0.0 -0.98
C -1.90744 2.80744 1.94234 0.1 0.0 0.1 -0.27
C -2.98881 4.78202 4.88927 0.0 0.0 0.0 -0.63
C 0.87366 -4.63014 2.04989 0.0 0.0 0.0 -0.23
C -1.05928 -3.17477 2.62969 0.0 0.0 0.0 -1.28
C 2.64818 2.13817 -0.12999 0.0 0.1 0.0 -0.76
C 1.02406 -1.67687 -3.16220 0.0 0.0 0.1 -0.05
C -0.15474 -2.88518 -1.43068 0.1 0.0 0.2 0.28
C -0.75619 5.44881 4.26580 0.0 0.0 0.0 -0.69
C 5.65424 0.20901 1.71580 0.0 0.0 0.0 -1.26
C -1.90350 3.75891 3.01662 0.0 0.0 -0.1 0.65
C -1.26369 -0.19307 3.56547 0.0 0.0 0.1 -1.37
C -0.76954 4.54296 3.21973 0.0 0.0 0.0 -0.28
C 0.72444 -6.56743 0.64358 0.0 0.0 0.0 -0.79
C 5.80182 1.36926 0.73740 0.0 0.0 0.0 0.88
H -3.24840 -4.59589 1.74081 0.0 0.0 0.0 0.54
H 5.04279 3.39057 0.46388 0.0 0.0 0.0 0.45
H 5.83570 0.52753 2.74369 0.0 0.0 0.0 0.39
H -0.44782 5.13045 -3.59850 0.0 0.0 0.0 0.45
H -3.94953 3.68604 -2.65638 0.0 0.0 0.0 0.40
H 1.45426 -2.01996 3.97341 0.0 0.0 0.0 0.59
H -2.46557 1.63366 -5.23588 0.0 0.0 0.0 0.40
H -2.14224 -3.08956 2.55100 0.0 0.0 0.0 0.33
H -0.82562 -3.22402 3.69571 0.0 0.0 0.0 0.60
H 2.37597 -1.83832 2.45298 -0.1 0.0 0.0 0.35
H -1.84632 6.27632 5.91376 0.0 0.0 0.0 0.40
H -1.70591 0.85248 -3.83948 0.0 0.0 0.0 -0.09
H 1.47408 -3.96974 2.66208 0.0 0.0 0.0 0.37
H 4.70809 0.37289 -0.85124 -0.1 0.0 0.0 0.08
H 0.08402 4.43459 2.56430 0.0 0.0 0.0 0.48
H -1.20167 -0.76558 4.49118 0.0 0.0 0.0 0.58
H -2.21757 -5.16802 -2.86508 0.0 0.0 0.0 0.38
H -0.78514 0.77463 3.71168 0.0 0.0 0.0 0.32
H 5.69112 1.74732 -1.41138 0.0 0.0 0.0 0.35
H -3.72981 2.80593 -1.13149 0.0 0.0 0.0 0.30
H -3.21425 2.06285 -2.66529 0.0 0.0 0.0 0.22
H 2.54523 -5.85844 1.53464 0.0 0.0 0.0 0.45
H -3.99664 -5.04988 -3.12831 0.0 0.0 0.0 0.45
H 0.58074 2.69236 -7.07178 0.0 0.0 0.0 0.37
H -3.88613 3.25282 3.67425 0.0 0.0 0.0 0.47
H 6.36562 -0.58108 1.47451 0.0 0.0 0.0 0.42
H -5.97875 -3.65836 -1.28299 0.0 0.0 0.0 0.36
H -1.08403 0.54878 -5.45670 0.0 0.0 0.0 0.36
H 1.18530 -7.41293 0.15142 0.0 0.0 0.0 0.42
H 2.12549 3.09265 -3.97554 0.0 0.0 0.0 0.47
H 0.11750 6.06313 4.43455 0.0 0.0 0.0 0.40
H -3.84595 4.87939 5.54115 0.0 0.0 0.0 0.40
H 2.96891 2.34942 -1.13574 0.0 0.0 0.0 0.60
H -5.71531 -5.32532 -0.72106 0.0 0.0 0.0 0.42
H 4.65566 -0.22437 1.65449 -0.1 0.0 0.0 0.11
H 4.97177 2.80698 2.13015 0.0 0.0 0.0 0.36
H -2.30884 -0.03611 3.30158 0.0 0.0 0.0 0.37
H 1.90145 -0.40687 3.37212 0.0 0.0 0.0 0.47
H -3.21277 -6.07083 0.78915 0.0 0.0 0.0 0.62
H 6.44938 0.22165 -0.97088 0.0 0.0 0.0 0.43
H -2.04851 4.66705 -4.13549 0.0 0.0 0.0 0.44
H 1.71713 1.36961 -4.05079 -0.1 0.0 0.0 0.44
H -0.78492 3.80883 -6.99060 0.0 0.0 0.0 0.36
H -2.94315 -3.61874 -3.33545 0.0 0.0 0.0 0.36
H 6.80004 1.80441 0.85215 0.0 0.0 0.0 0.26
H 0.81174 4.32436 -6.43549 0.0 0.0 0.0 0.36
H 1.19419 2.35675 -2.66861 0.0 0.0 0.0 -0.47
H -1.23421 -7.02635 -0.06857 0.0 0.0 0.0 0.42
H -5.77657 -3.98480 0.45022 0.0 0.0 0.0 0.37

Record 2
102
Properties=species:S:1:pos:R:3:forces:R:3:mulliken_charge:R:1 method="wB97M-V/def2-TZVPD" total_energy_ev=-76517.371 largest_force_ev_per_a=2.282 orbital_gap_ev=8.040 charge=-1 homo_energy_ev=-6.37 e_lumo_ev=1.67
P 2.07791 -4.65189 -0.74373 -1.0 -1.3 -1.0 -0.24
O 1.92656 2.71689 2.20982 0.2 -0.3 -0.2 -0.83
O 1.11662 -1.46284 -6.06140 0.3 -0.1 -0.3 -0.40
O 3.19303 3.29330 0.25236 0.3 -0.4 1.4 -0.48
O 2.51904 -1.96931 -7.89341 -0.5 0.2 0.3 -0.55
O 5.09944 -2.18564 -4.29508 0.0 -0.1 0.0 -0.64
O 4.32826 -2.51246 -0.52424 -1.3 0.3 -0.2 -0.64
O 0.23178 -2.94702 -2.56390 0.5 0.7 0.8 -0.64
O 2.41097 -3.52510 -6.01146 0.4 0.4 0.1 -0.54
O -5.15981 -1.60628 4.56641 -0.4 -0.4 0.4 -0.32
O -0.50819 -0.43132 -7.19364 0.0 0.0 -0.3 -0.63
O -2.42759 -0.12959 -1.20314 0.9 0.9 0.2 -0.53
O 3.71311 -4.74680 -4.64980 0.1 0.1 0.1 -0.66
O 3.52777 -1.45960 -5.72583 -0.2 -0.5 0.0 -0.52
O 1.23061 -1.05513 -9.49243 -0.1 0.1 0.1 -0.61
N 2.29311 -3.10570 -1.56699 1.0 0.0 1.4 0.77
C -4.46206 -2.82120 4.41769 0.5 -0.1 -0.4 -0.72
C 2.23298 -5.79048 1.76321 -0.2 -0.2 -0.2 -1.28
C -3.04417 3.72709 1.24838 -0.5 0.6 0.4 -0.38
C -4.19248 -0.09635 6.17442 -0.1 -0.5 0.1 -0.67
C -2.27663 4.93309 0.67734 0.2 -0.3 0.4 -1.17
C -0.77254 5.01405 1.03431 0.3 0.3 -0.5 -0.41
C -3.39234 1.61289 4.43223 -0.8 0.0 0.8 -0.61
C -2.74796 3.40781 2.72350 0.2 -1.1 -0.4 -0.15
C 4.08988 4.02247 1.10179 0.7 1.1 -0.6 -0.24
C 0.54581 -1.00442 -7.16223 -0.7 0.2 0.9 0.70
C 0.19828 -0.04255 -1.16317 -1.4 0.1 0.0 -0.05
C 2.39294 -0.99227 -0.65845 0.1 0.7 0.1 -0.08
C 0.53021 1.11086 -0.45104 0.0 -0.2 0.1 -0.23
C -5.23970 -1.18720 5.92049 0.3 0.5 0.3 -0.80
C 1.13931 -1.04045 -1.23523 0.9 -1.9 -0.8 1.10
C -1.21252 -0.53473 -3.43068 -0.7 1.3 -0.1 0.24
C 3.13968 -7.10900 -1.64580 0.3 0.8 -0.4 -1.30
C -3.88649 2.57148 3.34417 0.9 0.1 0.1 -0.90
C 4.14164 -2.37903 -4.98855 0.5 0.9 0.1 0.67
C 2.36579 -4.42208 1.06572 1.0 -0.2 0.4 -0.49
C 0.20298 4.79933 -0.14698 -0.8 0.5 -0.1 -0.32
C 1.44554 -1.32797 -8.34581 0.6 -0.3 -0.8 0.27
C 3.54432 -5.65771 -1.28911 -0.1 0.4 0.6 -0.40
C 3.42205 -3.70693 -5.17296 -0.6 -0.9 -0.1 0.67
C -2.36344 0.17305 -4.21341 0.8 -0.4 -0.7 -1.43
C 1.08201 -2.41134 -1.89370 -0.7 -0.7 -0.4 -0.23
C 3.19673 -2.24915 -0.87618 -0.2 0.6 -0.2 -0.32
C 3.68448 5.48270 1.30451 0.1 0.1 0.5 -1.20
C 2.70575 0.16691 0.00359 1.6 -0.4 0.4 -1.58
C -0.43781 2.26050 -0.26317 -0.3 -0.1 -0.3 1.29
C 1.80647 1.19674 0.11425 -0.2 1.2 0.5 1.12
C -4.51477 1.21459 5.41191 0.3 -0.6 0.5 -0.72
C -0.05012 3.55298 -1.02371 1.0 0.2 0.5 -0.94
B 2.33379 2.46219 0.92078 -0.5 0.0 -1.0 1.18
B -1.21074 -0.21668 -1.88880 0.0 -1.0 -0.6 0.11
B 2.39530 -2.10419 -6.42431 0.1 -0.1 0.0 1.24
H -2.47329 4.27714 3.32855 -0.2 0.1 -0.1 0.30
H 0.88868 3.34083 -1.55026 -0.1 0.1 -0.1 0.51
H -3.37115 -2.69568 4.50789 -0.1 0.1 0.1 0.28
H 3.97989 -5.13323 -2.14307 0.0 -0.1 0.0 0.41
H -3.23223 -0.52220 5.85501 0.0 0.2 0.0 0.28
H -4.65744 -3.19254 3.40979 0.0 0.0 0.1 0.27
H 0.07951 5.67144 -0.80547 0.2 -0.1 0.0 0.57
H -3.28110 -0.41924 -4.19661 -0.1 0.3 0.3 0.33
H -0.58947 6.03464 1.39191 0.1 -0.2 0.1 0.57
H 4.28838 -5.64199 -0.48335 0.0 0.0 -0.1 0.39
H -0.76289 3.83320 -1.80237 -0.2 -0.4 0.2 0.53
H 5.05666 4.04118 0.58650 -0.2 -0.2 -0.1 0.44
H -1.43931 1.98075 -0.59109 0.2 -0.2 0.1 -0.44
H -4.09994 0.05333 7.25687 -0.1 0.1 -0.1 0.48
H 1.23753 -6.22813 1.63207 0.1 0.1 -0.1 0.36
H -5.47039 1.05669 4.90189 0.1 0.2 -0.1 0.42
H -2.59733 2.04555 5.05320 0.1 0.1 -0.3 0.30
H -2.04775 0.18334 -5.27115 -0.2 0.2 0.3 0.26
H 3.22336 5.92296 0.41903 0.0 -0.2 0.0 0.26
H -3.01391 0.67529 4.01253 0.1 0.3 -0.3 0.43
H -4.11304 3.98300 1.19417 0.1 -0.1 -0.1 0.68
H 2.96028 -6.51387 1.38176 -0.1 0.1 0.0 0.29
H -2.52745 1.21621 -3.91846 -0.2 -0.1 0.1 0.33
H 3.39123 -4.08528 1.26789 -0.2 0.3 -0.1 0.36
H 3.69397 0.26878 0.44998 0.0 0.0 -0.1 0.46
H -0.46565 4.35520 1.85167 -0.3 0.0 0.0 0.22
H 3.94308 -7.78150 -1.33848 -0.3 -0.2 0.0 0.33
H 4.27282 3.53500 2.06267 -0.3 -0.1 -0.1 0.25
H 2.39540 -5.70375 2.84126 0.1 0.1 -0.1 0.39
H -2.93344 2.80232 0.67832 0.1 0.1 -0.1 -0.16
H -4.75683 -3.58466 5.14890 -0.2 0.1 -0.1 0.32
H -4.65176 1.98360 6.17965 -0.1 0.2 -0.4 0.34
H 3.02664 5.61504 2.16918 -0.2 -0.1 -0.3 0.28
H -2.76416 5.82555 1.08602 0.0 -0.1 -0.1 0.39
H -1.33974 -1.60253 -3.61565 0.3 0.0 0.2 0.25
H 1.21861 4.86658 0.24072 0.0 -0.3 -0.1 -0.59
H 3.04584 -7.16062 -2.73355 -0.1 -0.2 0.1 0.37
H -2.87828 0.63237 -1.59237 -0.6 -0.5 -0.2 0.26
H 2.17432 -7.37963 -1.21410 0.2 -0.2 0.1 0.34
H 4.58106 6.07393 1.52419 -0.1 -0.1 0.0 0.42
H 1.65609 -3.74625 1.55082 0.0 0.2 -0.4 0.41
H -4.29985 1.94378 2.54794 -0.4 0.3 0.1 0.34
H -5.10281 -2.03223 6.60885 0.1 0.0 -0.2 0.42
H 1.34212 1.98726 2.44720 0.0 0.2 0.3 0.39
H -4.64341 3.24816 3.75369 -0.2 -0.2 -0.2 0.29
H -1.86922 2.74352 2.73250 0.1 0.3 0.1 0.15
H -6.24312 -0.79681 6.13352 0.0 0.0 -0.3 0.38
H -0.25565 -0.20612 -3.84958 0.0 -0.4 -0.2 0.13
H -0.52586 2.40461 0.81919 0.0 0.3 -0.1 -0.88
H -2.41378 4.98851 -0.40830 0.0 0.0 0.1 0.40